Below is a cluster of 3 separate species, C2H10NO3 in total, with properties calculated with ωB97M-V/def2-TZVPD.

Last column: Löwdin charge in e.
Positions of all 16 atoms, in Å:
C1 0.6349 -0.3219 1.8591  -0.1883
N1 1.5471 -0.1270 0.7573  -0.1292
C2 1.0587 -0.6961 -0.5251  -0.4937
O1 0.0252 -0.0377 -1.0973  -0.3298
H1 1.1479 -0.0469 2.7888  0.0558
H2 0.4197 -1.3921 1.9851  0.0692
H3 -0.3284 0.1981 1.8061  0.0636
H4 1.6729 0.8641 0.5828  0.0782
H5 0.7850 -1.7485 -0.3243  0.0914
H6 1.9685 -0.6433 -1.1579  0.0809
H7 -0.0748 1.7747 -0.6066  -0.0163
H8 -1.2935 2.4209 -1.0637  0.0150
O2 -0.6145 2.5735 -0.3934  -0.1316
H9 -1.3199 -1.0735 -1.0023  -0.0061
H10 -1.8723 -1.1809 0.4006  -0.0048
O3 -1.9890 -1.6026 -0.4615  -0.1543

As for the energy above the lowest of the compared OMol25 structures with the same formula, charge and spin: 0.285 eV. As for the multiplicity: 1. The lowest unoccupied orbital energy is 0.156 Ha. The value obtained for the energy is -9869.4858 eV. As for the net charge: -1. For the HOMO-LUMO gap, the calculation gives 7.967 eV.

=====

Below is a cluster of 9 separate species, C44H114N8O14 in total at a distorted geometry, with properties calculated with ωB97M-V/def2-TZVPD.

Last column: Löwdin charge in e.
Positions of all 180 atoms, in Å:
C1 2.6928 -3.9158 -1.7927  -0.0799
C2 1.3663 -3.8439 -2.5554  -0.3322
O1 1.1502 -5.0365 -3.2923  -0.0747
H1 3.5719 -3.7838 -2.4237  0.0706
H2 2.7418 -4.8719 -1.2712  0.0704
H3 2.6951 -3.0792 -1.0857  0.0594
H4 1.4266 -2.9437 -3.1779  0.1024
H5 0.5726 -3.7002 -1.8261  0.0722
H6 1.8237 -5.0346 -3.9825  0.0843
C3 -2.6188 -3.3013 -2.5375  -0.1018
O2 -2.2948 -2.4672 -3.6300  -0.1507
C4 -1.7286 -1.2810 -3.1983  -0.2620
C5 -1.4106 -0.4181 -4.4078  -0.2088
N1 -1.0766 0.9321 -4.0052  -0.0686
C6 -0.6757 1.7136 -5.1905  -0.1798
C7 -0.6495 3.1717 -4.8104  -0.2310
O3 -0.3063 3.9872 -5.8959  -0.1624
C8 -0.0618 5.2872 -5.4844  -0.1300
H7 -3.3127 -2.9177 -1.7734  0.0762
H8 -1.7098 -3.5935 -1.9902  0.0634
H9 -3.0641 -4.2152 -2.9402  0.0928
H10 -0.7649 -1.3761 -2.6511  0.1035
H11 -2.2494 -0.7550 -2.3793  0.1188
H12 -2.3299 -0.4726 -5.0238  0.1204
H13 -0.6287 -0.8805 -5.0097  0.1275
H14 -1.9072 1.3639 -3.5679  0.0830
H15 -1.3669 1.5147 -6.0241  0.1266
H16 0.3417 1.4257 -5.4726  0.1077
H17 0.1148 3.2867 -4.0185  0.1169
H18 -1.5791 3.4939 -4.3128  0.1186
H19 0.0950 5.9074 -6.3670  0.0934
H20 0.7407 5.3968 -4.7503  0.0734
H21 -0.9677 5.7327 -5.0290  0.0932
C9 2.9837 -4.7601 6.8053  -0.1099
O4 1.5988 -4.5678 6.6519  -0.1771
C10 1.2267 -4.5332 5.2975  -0.2328
C11 -0.2632 -4.2177 5.2140  -0.2013
N2 -0.4813 -2.8101 5.4967  -0.0722
C12 -1.9107 -2.5374 5.5787  -0.2115
C13 -2.3266 -1.1334 5.9669  -0.2119
O5 -1.9926 -0.1386 5.0132  -0.1817
C14 -0.6635 0.3051 5.0991  -0.1286
H22 3.3151 -5.6773 6.2912  0.0902
H23 3.2475 -4.8862 7.8503  0.0869
H24 3.5327 -3.9294 6.3429  0.0769
H25 1.4085 -5.4968 4.7989  0.1009
H26 1.7893 -3.7696 4.7416  0.1229
H27 -0.8052 -4.8713 5.9197  0.1285
H28 -0.6128 -4.5014 4.2172  0.1021
H29 -0.0174 -2.4428 6.3146  0.1226
H30 -2.3446 -3.2071 6.3571  0.1240
H31 -2.4817 -2.8557 4.7019  0.1067
H32 -1.9849 -0.8481 6.9729  0.1234
H33 -3.4189 -1.1318 6.0181  0.1223
H34 0.1016 -0.4233 4.8082  0.0653
H35 -0.4545 0.7323 6.0836  0.0929
H36 -0.5566 1.0905 4.3412  0.0831
C15 0.7581 8.1170 -2.9454  -0.1043
O6 0.6236 6.9889 -2.0950  -0.1965
C16 1.8121 6.2149 -1.9688  -0.2336
C17 1.5454 5.0163 -1.1178  -0.2318
N3 1.1466 5.4443 0.2005  -0.0610
C18 0.6815 4.4205 1.1416  -0.1903
C19 1.7488 3.3638 1.3667  -0.2152
O7 1.2908 2.4979 2.4169  -0.2057
C20 2.3612 1.9753 3.2061  -0.1097
H37 -0.0869 8.1130 -3.6436  0.0806
H38 1.6933 8.1258 -3.5055  0.0861
H39 0.6511 9.0458 -2.3733  0.0855
H40 2.5597 6.8816 -1.5041  0.1328
H41 2.2871 5.8973 -2.9094  0.1028
H42 2.4687 4.4292 -1.1076  0.1157
H43 0.7974 4.3571 -1.5958  0.1175
H44 0.4651 6.1815 0.0740  0.1046
H45 -0.2533 3.9690 0.7672  0.1113
H46 0.4665 4.9519 2.0692  0.1214
H47 2.7015 3.8467 1.5938  0.1307
H48 1.8580 2.7809 0.4444  0.0964
H49 2.6844 2.6698 3.9856  0.0910
H50 3.2172 1.6281 2.6162  0.0856
H51 1.9359 1.0705 3.6569  0.0650
C21 0.0179 -7.7378 3.2542  -0.1045
O8 -0.7114 -6.8110 2.4831  -0.2072
C22 0.0872 -6.0058 1.6367  -0.2200
C23 -0.7686 -5.5669 0.4611  -0.1927
N4 -1.6876 -4.4642 0.7298  -0.0382
C24 -2.9249 -4.8805 1.4288  -0.1899
C25 -3.8881 -3.7290 1.4519  -0.2225
O9 -3.4089 -2.7292 2.3354  -0.2457
C26 -4.3647 -1.6999 2.5361  -0.0873
H52 0.4023 -8.5233 2.5927  0.0914
H53 -0.6904 -8.2361 3.9164  0.0898
H54 0.7970 -7.2567 3.8454  0.0666
H55 0.9544 -6.5507 1.2276  0.1229
H56 0.5080 -5.1673 2.2064  0.1091
H57 -1.3270 -6.4382 0.0989  0.1236
H58 -0.1409 -5.3366 -0.4086  0.0967
H59 -1.2043 -3.8586 1.4051  0.0495
H60 -2.7156 -5.2457 2.4422  0.1134
H61 -3.3015 -5.7500 0.8828  0.1223
H62 -4.8709 -4.0580 1.8347  0.1246
H63 -4.0892 -3.3417 0.4462  0.1102
H64 -5.1495 -2.0906 3.1907  0.0924
H65 -4.7741 -1.3631 1.5766  0.0894
H66 -3.8622 -0.8446 2.9831  0.0833
C27 -3.5676 3.1121 -2.1224  -0.0725
O10 -3.5765 1.8492 -2.7955  -0.2407
C28 -4.6370 1.6524 -3.6925  -0.2149
C29 -6.0198 1.8669 -3.0911  -0.2028
N5 -6.5206 3.2395 -3.2247  -0.0560
C30 -6.6532 3.7480 -4.5924  -0.2152
C31 -7.0662 5.2073 -4.5313  -0.2404
O11 -8.4392 5.2843 -4.1792  -0.1998
C32 -8.9919 6.5693 -4.4014  -0.1098
H67 -4.4128 3.1263 -1.4342  0.0840
H68 -3.6126 3.9302 -2.8466  0.0890
H69 -2.6420 3.2099 -1.5590  0.0794
H70 -4.5912 0.6044 -3.9943  0.1253
H71 -4.5375 2.2480 -4.6077  0.1112
H72 -5.9955 1.5913 -2.0333  0.1204
H73 -6.7417 1.1581 -3.5317  0.1185
H74 -7.4807 3.2363 -2.8832  0.1131
H75 -7.4111 3.2183 -5.1975  0.1280
H76 -5.7490 3.6913 -5.2020  0.1055
H77 -6.9276 5.6417 -5.5411  0.1210
H78 -6.4279 5.7851 -3.8506  0.1263
H79 -8.8863 6.8402 -5.4584  0.0862
H80 -8.5396 7.3170 -3.7430  0.0884
H81 -10.0564 6.4965 -4.1819  0.0861
C33 8.6680 -2.8167 3.3003  -0.0667
C34 8.3615 -1.5116 4.0175  -0.4255
C35 6.9655 -1.4238 4.5812  -0.2346
O12 6.0604 -1.5674 3.5230  -0.1837
C36 4.7485 -1.2285 3.8931  -0.1038
N6 9.3027 -1.2973 5.1604  0.0268
H82 9.6015 -2.8412 2.7373  0.0737
H83 7.8945 -2.9716 2.5317  0.0781
H84 8.6678 -3.6688 3.9817  0.0774
H85 8.4897 -0.6520 3.3558  0.1409
H86 6.8032 -0.4707 5.0840  0.1241
H87 6.8494 -2.2679 5.2799  0.1323
H88 4.4017 -1.9829 4.6203  0.0832
H89 4.0504 -1.3289 3.0622  0.0648
H90 4.6601 -0.1999 4.2666  0.0894
H91 9.4068 -2.1552 5.6851  0.0607
H92 10.1962 -1.0429 4.7606  0.0633
C37 3.3039 1.1073 -1.5780  -0.0481
C38 2.3914 1.2843 -2.7785  -0.4513
C39 3.0612 1.8530 -4.0065  -0.1942
O13 3.1602 3.2591 -3.8359  -0.2045
C40 3.5721 3.8827 -5.0172  -0.1233
N7 1.6524 0.0642 -3.0461  0.0733
H93 3.9986 0.2729 -1.7132  0.0828
H94 2.6752 0.8989 -0.7081  0.0514
H95 3.9048 1.9923 -1.3539  0.0798
H96 1.6820 2.0845 -2.4875  0.1095
H97 2.4523 1.6566 -4.9016  0.1112
H98 4.0574 1.4097 -4.1632  0.1346
H99 4.6034 3.5957 -5.2417  0.0911
H100 3.5563 4.9696 -4.9029  0.0789
H101 2.8547 3.6745 -5.8198  0.0901
H102 0.7970 0.3340 -3.5546  0.0324
H103 1.2393 -0.3002 -2.1880  0.0454
C41 1.5314 -1.1924 1.7567  -0.0474
C42 0.0160 -1.1345 1.7523  -0.3925
C43 -0.5328 -1.1537 0.3513  -0.1999
O14 0.0654 -0.1795 -0.4697  -0.2216
C44 -0.5889 1.0691 -0.4490  -0.0855
N8 -0.4794 -2.3242 2.4856  0.0692
H104 1.9197 -1.2942 2.7723  0.0551
H105 1.9329 -0.2733 1.3215  0.0661
H106 1.9386 -2.0265 1.1786  0.0825
H107 -0.2722 -0.2270 2.3047  0.1255
H108 -1.6366 -1.1224 0.3078  0.1321
H109 -0.3726 -2.1188 -0.1483  0.1148
H110 -0.1183 1.7302 -1.1763  0.0744
H111 -0.5433 1.5217 0.5486  0.0839
H112 -1.6394 0.9442 -0.7456  0.0813
H113 -1.5011 -2.2114 2.5726  0.0596
H114 -0.1459 -2.2588 3.4526  0.0416

As for the structure (SMILES): COC[C@H](C)N.COC[C@H](C)N.COC[C@H](C)N.COCCNCCOC.COCCNCCOC.COCCNCCOC.COCCNCCOC.COCCNCCOC.CCO. As for the energy above the lowest of the compared OMol25 structures with the same formula, charge and spin: 0.000 eV. As for the multiplicity: 1. The lowest unoccupied orbital energy is 0.022 Ha. The value obtained for the energy is -88054.4160 eV. For the HOMO-LUMO gap, the calculation gives 8.929 eV.